The following is a DFT calculation (ωB97M-V/def2-TZVPD) of a gas-phase ion, C5H13ClNS (charge +1) in a non-equilibrium geometry.

Summary:
HOMO level = -13.029 eV
E_LUMO = -2.9 eV
Total charge = +1
Kohn-Sham gap = 10.16 eV
Relative energy (zero: lowest compared OMol25 entry of this formula, charge and spin) = 1.2587 eV
Structure (SMILES) = C[N+](C)(C)[C@@H](Cl)CS

Each line ends with the Löwdin charge.
Element x y z (Å)
C 0.71146 -1.42522 0.56196  -0.010
N -0.22076 -0.42450 0.02394  -0.372
C 0.17116 0.05517 -1.35334  0.012
C -1.53774 -1.08634 -0.07535  -0.048
C -0.31016 0.89173 0.90078  -0.660
Cl -1.17279 0.44454 2.42122  0.696
C 1.03498 1.64757 1.07561  -0.528
S 0.58622 3.17498 1.95412  0.770
H 0.63177 -1.59404 1.57410  0.081
H 0.67581 -2.40021 0.25314  0.100
H 1.64798 -0.96344 0.52768  0.093
H -0.65042 0.81708 -1.72958  0.164
H 1.03928 0.63885 -1.53267  0.081
H 0.30717 -0.92332 -1.92234  0.145
H -2.33621 -0.25464 0.01230  0.133
H -1.81467 -1.39361 -0.98698  0.058
H -1.76660 -1.86090 0.70710  0.135
H -1.14931 1.33758 0.30228  0.108
H 1.41860 1.79266 0.12237  0.036
H 1.77018 0.92780 1.57380  0.124
H -0.12663 3.84320 1.03975  -0.116


The following is a DFT calculation (ωB97M-V/def2-TZVPD) of 2 unconnected molecules or ions with the total composition C5H13ClOP in a non-equilibrium geometry.

Summary:
HOMO level (spin up / spin down) = -14.005 / -14.717 eV
E_LUMO (spin up / spin down) = -5.5 / -6.7 eV
Total charge = +1
Kohn-Sham gap (spin up / spin down) = 8.46 / 8.06 eV
Relative energy (zero: lowest compared OMol25 entry of this formula, charge and spin) = 3.3782 eV

Each line ends with the Löwdin charge.
Element x y z (Å)
C 2.18871 -1.14250 0.34092  -0.076
C -0.17828 -1.99079 1.00518  -0.125
C -0.67669 1.57946 -2.84150  -0.229
C -1.65268 1.07681 1.09549  -0.252
C 0.83183 -0.87022 1.05421  -0.526
O -0.75860 0.46520 -2.07231  -0.130
P -0.02188 0.72051 0.50898  0.739
Cl 1.02017 2.28351 1.10686  0.452
H 2.66081 -0.26132 0.02609  0.047
H 2.24914 -1.64935 -0.57703  0.069
H 2.76785 -1.82209 0.99934  0.111
H -0.40311 -2.25267 -0.07220  0.107
H -1.24927 -1.73065 1.30449  0.087
H 0.21500 -2.85154 1.57082  0.104
H -1.40725 2.40749 -2.58408  0.101
H -0.82998 1.30118 -3.95192  0.149
H 0.28522 2.03080 -3.01545  0.081
H -2.29686 0.21579 1.27027  0.070
H -2.10225 1.83467 0.58011  0.029
H -1.64275 1.42632 2.11613  0.069
H 1.00088 -0.77061 2.13560  0.122


The following is a DFT calculation (ωB97M-V/def2-TZVPD) of a single C5H13ClSSi molecule in a non-equilibrium geometry.

Summary:
HOMO level = -8.799 eV
E_LUMO = 0.7 eV
Kohn-Sham gap = 9.46 eV
Structure (SMILES) = CCC[Si@@](C)(Cl)CS

Each line ends with the Löwdin charge.
Element x y z (Å)
C -3.13891 -0.75958 0.29912  -0.125
C -1.79699 -0.21272 0.77473  -0.364
C -0.74413 -0.16643 -0.34699  -0.303
Si 0.88714 0.86094 -0.12001  0.077
C 1.67161 1.14225 -1.80173  -0.243
Cl 0.55447 2.71388 0.50448  0.391
C 2.05482 -0.12043 1.14786  -0.698
S 3.09724 -1.33443 0.36923  0.639
H -2.87129 -1.65861 -0.26773  0.074
H -3.79635 -0.69269 1.14963  0.068
H -3.37179 0.04475 -0.47738  0.095
H -2.13701 0.74750 1.00813  0.063
H -1.43416 -0.75479 1.69164  0.120
H -1.17638 0.10950 -1.36327  0.089
H -0.32680 -1.22076 -0.52149  0.092
H 1.10894 0.86372 -2.70612  0.029
H 1.98609 2.25831 -1.89608  0.048
H 2.63280 0.53616 -1.80825  0.015
H 2.87999 0.61950 1.59108  0.061
H 1.61274 -0.65517 2.00946  0.026
H 2.30797 -2.32092 0.76372  -0.154


The following is a DFT calculation (ωB97M-V/def2-TZVPD) of 2 unconnected molecules or ions with the total composition C5H13F6NO3PS in a non-equilibrium geometry.

Summary:
HOMO level = -7.614 eV
E_LUMO = 2.4 eV
Total charge = -1
Kohn-Sham gap = 9.97 eV

Each line ends with the Löwdin charge.
Element x y z (Å)
C -2.46242 -0.91756 -0.90491  -0.107
C -1.68771 -1.33288 0.39286  -0.247
C -2.05986 -0.35072 1.57216  -0.214
C -0.81816 -0.11623 2.47699  -0.181
C 0.28452 0.76903 1.78877  -0.251
O 1.53629 0.09247 2.02049  -0.364
S 2.80336 1.16955 2.06954  0.973
O 2.93241 1.87081 0.77346  -0.406
O 4.09574 0.06677 2.07601  -0.402
N 4.91668 0.38003 3.19372  -0.045
H -1.99013 -1.37509 -1.78635  0.058
H -3.51552 -1.24736 -0.81973  0.070
H -2.45997 0.18549 -0.95669  0.068
H -0.59680 -1.39708 0.23169  0.102
H -2.02031 -2.36248 0.65395  0.099
H -2.50046 0.58842 1.18501  0.105
H -2.82675 -0.89200 2.16528  0.102
H -1.04388 0.31877 3.46831  0.102
H -0.34769 -1.10395 2.66306  0.112
H 0.24814 1.79758 2.19710  0.113
H 0.10761 0.81271 0.69612  0.129
H 5.55369 -0.41549 3.23762  0.082
H 5.52406 1.13654 2.85677  0.076
F -0.68157 1.25275 -3.10982  -0.219
P -0.52375 0.33204 -4.46558  0.332
F 0.21658 -0.73992 -3.45894  -0.217
F -0.42640 1.84706 -5.09959  -0.216
F 0.88187 0.07624 -5.28010  -0.215
F -1.23253 -0.05607 -5.89860  -0.216
F -1.90706 -0.38942 -3.93858  -0.221


The following is a DFT calculation (ωB97M-V/def2-TZVPD) of 2 unconnected molecules or ions with the total composition C5H13FNO2P in a non-equilibrium geometry.

Summary:
HOMO level (spin up / spin down) = -8.900 / -7.321 eV
E_LUMO (spin up / spin down) = 0.6 / -0.9 eV
Kohn-Sham gap (spin up / spin down) = 9.54 / 6.37 eV
Relative energy (zero: lowest compared OMol25 entry of this formula, charge and spin) = 3.2964 eV

Each line ends with the Löwdin charge.
Element x y z (Å)
C 1.67629 1.52377 0.09815  -0.156
C 1.85242 -1.42223 -2.13438  -0.129
C -2.23227 1.20770 1.19000  -0.272
C -1.58617 -0.00068 1.70689  -0.180
C 1.62363 0.06933 0.32847  -0.177
N -2.94211 0.87840 -0.05668  -0.009
O 0.47084 -2.47245 -0.04878  -0.169
O -0.57523 -0.43076 -1.35308  -0.325
F -1.19128 -0.14036 2.93202  0.042
P 0.64861 -0.97238 -0.74330  0.533
H 0.84711 1.98290 -0.35981  0.047
H 2.47174 1.77870 -0.62362  0.085
H 1.97880 2.11601 1.03124  0.106
H 2.82582 -1.66316 -1.59137  0.074
H 1.55586 -2.28342 -2.66106  0.022
H 1.83466 -0.66479 -2.85322  0.021
H -2.84926 1.75805 1.91822  0.127
H -1.45040 1.80158 0.89366  0.067
H -1.28126 -0.82840 1.03165  0.074
H 2.20548 -0.34185 1.11890  0.067
H -2.21052 0.42745 -0.67064  0.041
H 0.09129 -2.61056 0.80101  0.046
H -3.76406 0.28715 0.04572  0.065


The following is a DFT calculation (ωB97M-V/def2-TZVPD) of a molecular structure, C5H13FeNO7P in a non-equilibrium geometry.

Summary:
2S+1 = 5
HOMO level (spin up / spin down) = 2.586 / 2.850 eV
<S²> = 6.204
E_LUMO (spin up / spin down) = 6.2 / 6.2 eV
Total charge = -3
Kohn-Sham gap (spin up / spin down) = 3.62 / 3.37 eV

Each line ends with the Löwdin charge.
Element x y z (Å)
Fe 16.61762 2.68339 -12.19965  0.688
O 17.90987 4.09093 -11.60863  -0.420
H 17.69795 4.68747 -10.86448  -0.094
P 17.98006 0.49554 -12.78249  -0.060
O 17.25021 1.52772 -13.71200  -0.528
O 19.52134 0.45347 -12.83320  -0.471
O 17.10445 -0.69601 -12.22727  -0.544
O 17.93893 1.45404 -11.55564  -0.482
C 18.55764 6.37360 -7.65877  -0.175
C 18.89057 5.10934 -8.48559  -0.569
O 19.78508 4.10415 -8.07959  -0.428
H 17.82640 7.04307 -8.11178  0.015
H 19.46285 6.95137 -7.47201  0.033
H 18.00826 6.15341 -6.74347  0.029
H 19.32044 5.40565 -9.44241  0.064
H 17.94739 4.61997 -8.72855  0.061
C 17.17048 6.49974 -13.60328  -0.286
O 17.87214 6.54806 -14.68894  -0.084
N 16.88665 7.59850 -12.91734  -0.165
C 15.99047 7.78897 -11.74553  -0.044
C 17.63704 8.84052 -13.19860  -0.081
H 16.58967 5.64050 -13.23377  0.097
H 16.51187 7.78312 -10.78834  0.082
H 15.39417 6.87760 -11.70167  0.080
H 15.38083 8.68138 -11.88709  0.071
H 18.42929 8.68926 -13.93179  0.072
H 17.05713 9.69504 -13.54731  0.066
H 18.21078 9.28912 -12.38763  0.075


no.,molecular weight (g mol⁻¹)
1,154.69
2,155.59
3,168.77
4,312.19
5,169.14
6,285.98